80
Properties=species:S:1:pos:R:3:lowdin_charge:R:1 method="wB97M-V/def2-TZVPD" total_charge=+1 orbital_gap_ev=4.23 energy_ev=-76157.3305
O 4.721 -1.916 2.877 -0.49
P 3.958 -1.579 1.499 0.79
C 2.554 -2.879 1.153 -0.21
C 3.053 -4.330 0.576 0.04
C 1.895 -5.468 0.280 0.07
C 0.309 -5.024 0.550 0.04
C 0.015 -3.499 1.100 -0.19
P -1.841 -2.981 1.353 0.33
O -2.011 -1.475 0.425 -0.28
O -2.803 -4.165 0.504 -0.26
S -2.323 -2.723 3.221 0.35
N 1.113 -2.462 1.405 0.04
H 4.872 -1.668 0.355 0.05
H 3.267 -0.293 1.556 0.03
H 4.188 -4.582 0.370 0.13
H 2.144 -6.547 -0.125 0.13
H -0.582 -5.759 0.346 0.12
H -1.387 -1.622 -0.371 0.09
H -2.771 -3.902 -0.477 0.10
H 0.876 -1.490 1.761 0.16
C 7.691 -4.287 1.871 -0.30
O 8.094 -4.756 0.814 -0.01
N 8.050 -4.726 3.129 -0.20
C 7.528 -4.118 4.335 -0.06
C 8.978 -5.832 3.249 -0.04
H 6.982 -3.444 1.895 0.11
H 8.363 -3.728 4.924 0.09
H 6.995 -4.878 4.912 0.09
H 6.842 -3.300 4.099 0.07
H 9.918 -5.562 2.757 0.10
H 8.556 -6.707 2.746 0.10
H 9.166 -6.066 4.300 0.09
C -7.134 0.628 1.233 -0.32
O -7.933 1.551 1.337 0.01
N -5.836 0.638 1.699 -0.21
C -4.952 -0.498 1.536 -0.09
C -5.339 1.820 2.371 -0.05
H -7.408 -0.318 0.739 0.13
H -4.634 -0.843 2.524 0.06
H -4.077 -0.186 0.958 0.07
H -5.454 -1.317 1.014 0.09
H -5.962 2.018 3.249 0.10
H -5.408 2.673 1.690 0.09
H -4.300 1.680 2.682 0.09
C -3.547 5.731 1.336 -0.34
O -2.576 5.266 0.752 -0.01
N -4.717 6.149 0.737 -0.21
C -5.823 6.688 1.500 -0.06
C -4.845 6.045 -0.702 -0.05
H -3.557 5.854 2.431 0.13
H -6.705 6.063 1.335 0.09
H -6.026 7.707 1.156 0.09
H -5.592 6.709 2.568 0.08
H -4.728 4.998 -0.995 0.10
H -4.052 6.634 -1.173 0.09
H -5.821 6.413 -1.031 0.06
C 6.127 -6.082 -3.066 -0.34
O 5.707 -6.720 -2.108 -0.02
N 7.338 -5.425 -3.122 -0.21
C 7.763 -4.691 -4.295 -0.07
C 8.215 -5.470 -1.970 -0.05
H 5.540 -5.984 -3.994 0.13
H 8.698 -5.123 -4.664 0.09
H 7.926 -3.645 -4.018 0.09
H 7.009 -4.740 -5.085 0.08
H 8.461 -6.514 -1.751 0.10
H 7.693 -5.043 -1.108 0.05
H 9.133 -4.907 -2.161 0.10
C -6.996 7.190 -4.145 -0.31
O -6.678 6.355 -3.307 0.00
N -6.674 8.530 -4.101 -0.21
C -7.090 9.456 -5.135 -0.06
C -5.896 9.030 -2.987 -0.05
H -7.589 6.918 -5.033 0.13
H -6.200 9.906 -5.586 0.09
H -7.707 10.238 -4.682 0.09
H -7.667 8.947 -5.911 0.09
H -4.938 8.502 -2.956 0.09
H -6.437 8.832 -2.057 0.09
H -5.720 10.105 -3.090 0.09

---

82
Properties=species:S:1:pos:R:3:lowdin_charge:R:1 method="wB97M-V/def2-TZVPD" total_charge=0 orbital_gap_ev="2.89 / 9.44" spin_multiplicity=2 energy_ev=-97870.1307
Cs 21.685 -17.727 -1.377 0.63
Cs 22.612 -14.720 -4.742 0.64
B 20.471 -14.916 -1.852 -0.69
H 21.481 -14.852 -2.226 -0.16
H 19.971 -13.969 -1.984 -0.05
H 19.901 -15.609 -2.451 -0.09
H 20.349 -15.227 -0.827 -0.10
C 15.749 -16.790 1.137 -0.20
C 15.952 -15.812 -0.014 -0.22
C 17.451 -15.815 -0.440 -0.18
S 18.324 -15.999 1.202 0.75
O 18.734 -14.692 1.699 -0.33
O 19.371 -17.067 0.960 -0.43
C 16.863 -16.486 2.205 -0.20
H 16.030 -17.782 0.784 0.11
H 14.767 -16.783 1.611 0.12
H 15.646 -14.814 0.300 0.12
H 15.409 -15.986 -0.943 0.11
H 17.904 -14.995 -0.998 0.08
H 17.590 -16.775 -0.937 0.09
H 16.556 -15.676 2.867 0.10
H 17.124 -17.305 2.875 0.10
C 17.335 -10.966 -6.399 -0.21
C 17.452 -11.157 -4.863 -0.19
C 18.908 -11.372 -4.484 -0.19
S 19.775 -11.977 -6.019 0.71
O 20.157 -13.346 -5.763 -0.50
O 20.794 -11.024 -6.481 -0.34
C 18.311 -11.808 -7.157 -0.20
H 17.400 -9.908 -6.655 0.12
H 16.306 -11.266 -6.597 0.12
H 16.889 -11.992 -4.447 0.10
H 17.076 -10.253 -4.383 0.12
H 19.106 -12.157 -3.753 0.08
H 19.417 -10.443 -4.227 0.10
H 17.891 -12.807 -7.272 0.08
H 18.664 -11.684 -8.180 0.11
C 20.605 -9.584 -0.482 -0.19
C 20.708 -11.158 -0.665 -0.20
C 20.216 -11.893 0.607 -0.19
S 20.494 -10.669 1.996 0.72
O 21.404 -11.153 2.992 -0.34
O 19.173 -10.096 2.375 -0.36
C 21.376 -9.403 0.873 -0.17
H 19.536 -9.371 -0.504 0.11
H 20.987 -8.983 -1.307 0.10
H 21.732 -11.531 -0.711 0.10
H 20.110 -11.409 -1.540 0.09
H 20.886 -12.732 0.794 0.06
H 19.234 -12.342 0.754 0.09
H 22.396 -9.777 0.783 0.09
H 21.346 -8.490 1.467 0.09
C 22.269 -15.194 1.303 -0.23
C 22.557 -14.724 2.762 -0.19
C 24.118 -14.603 2.798 -0.18
S 24.552 -13.558 1.266 0.76
O 25.800 -14.172 0.759 -0.37
O 24.337 -12.107 1.379 -0.34
C 23.087 -14.298 0.355 -0.21
H 21.222 -15.160 1.001 0.05
H 22.508 -16.258 1.273 0.08
H 22.100 -15.315 3.557 0.12
H 22.177 -13.716 2.927 0.09
H 24.550 -15.597 2.683 0.10
H 24.367 -14.159 3.762 0.10
H 23.461 -14.807 -0.533 0.08
H 22.605 -13.454 -0.139 0.07
C 16.583 -17.564 -5.334 -0.23
C 17.606 -17.070 -4.294 -0.19
C 17.588 -15.535 -4.260 -0.19
S 15.920 -15.053 -4.938 0.74
O 16.126 -14.366 -6.239 -0.36
O 15.156 -14.490 -3.822 -0.36
C 15.346 -16.757 -5.302 -0.22
H 16.327 -18.576 -5.018 0.12
H 16.929 -17.603 -6.367 0.12
H 18.640 -17.369 -4.465 0.11
H 17.404 -17.505 -3.315 0.10
H 18.285 -14.989 -4.896 0.08
H 17.727 -15.116 -3.263 0.07
H 14.776 -16.633 -6.223 0.11
H 14.773 -16.906 -4.387 0.10

---

81
Properties=species:S:1:pos:R:3:lowdin_charge:R:1 method="wB97M-V/def2-TZVPD" total_charge=0 orbital_gap_ev=9.28 smiles="CCC[C@H](C)[C@]1(B(O)O)OC(=O)O[C@@]1(S)[PH2]=O.CNC(C)=O.CNC(C)=O.CNC(C)=O.CNC(C)=O" energy_ev=-68689.6892
C -7.601 0.726 -4.366 -0.13
C -6.071 0.804 -3.866 -0.24
C -5.882 0.417 -2.287 -0.16
C -5.248 1.719 -1.581 -0.26
C -3.758 1.910 -2.160 -0.09
C -5.378 1.750 0.016 -0.25
B -6.835 2.393 0.470 -0.42
O -7.679 1.826 1.502 0.08
O -7.330 3.630 -0.135 0.09
O -4.481 2.858 0.427 0.01
C -4.363 2.806 1.849 -0.36
O -4.286 3.740 2.676 0.14
O -4.368 1.381 2.119 -0.09
C -4.741 0.599 0.924 -0.70
S -3.155 -0.237 0.449 0.82
P -5.807 -0.823 1.585 0.78
O -4.905 -2.052 1.907 -0.51
H -7.812 1.664 -5.005 0.08
H -7.756 -0.170 -5.057 0.07
H -8.303 0.764 -3.467 0.07
H -5.420 0.131 -4.544 0.11
H -5.713 1.882 -4.088 0.11
H -5.146 -0.477 -2.294 0.12
H -6.913 0.112 -1.882 0.10
H -5.860 2.619 -1.977 0.15
H -3.509 1.042 -2.881 0.10
H -3.730 2.880 -2.789 0.09
H -2.929 1.924 -1.380 0.03
H -8.272 1.126 1.152 0.11
H -7.009 4.359 0.461 0.13
H -2.164 0.730 0.324 -0.09
H -6.343 -0.361 2.854 0.05
H -6.938 -1.146 0.763 0.02
C 1.058 4.157 -0.843 -0.07
N -0.086 3.622 -1.554 0.01
C -0.279 3.534 -2.897 -0.54
C 0.810 4.045 -3.802 -0.01
O -1.315 3.049 -3.335 0.01
H 1.467 3.366 -0.211 0.06
H 0.713 4.977 -0.210 0.09
H 1.831 4.519 -1.518 0.08
H -0.859 3.261 -1.013 0.13
H 0.510 3.905 -4.842 0.08
H 0.973 5.111 -3.630 0.09
H 1.733 3.487 -3.631 0.08
C 2.971 -1.133 0.552 -0.10
N 2.839 0.304 0.696 0.01
C 2.910 1.046 1.832 -0.55
C 3.158 0.327 3.131 0.00
O 2.775 2.265 1.779 0.01
H 3.803 -1.331 -0.123 0.07
H 2.051 -1.517 0.107 0.09
H 3.149 -1.629 1.501 0.07
H 2.671 0.856 -0.134 0.13
H 3.189 1.052 3.945 0.08
H 2.350 -0.380 3.328 0.09
H 4.117 -0.194 3.095 0.08
C 4.376 -6.793 -0.801 -0.08
N 4.244 -5.359 -0.660 0.01
C 4.317 -4.614 0.476 -0.52
C 4.564 -5.329 1.777 0.00
O 4.181 -3.396 0.418 -0.01
H 5.210 -6.996 -1.477 0.08
H 3.456 -7.180 -1.244 0.08
H 4.554 -7.287 0.152 0.08
H 4.076 -4.809 -1.491 0.14
H 4.596 -4.602 2.590 0.08
H 3.756 -6.036 1.977 0.09
H 5.524 -5.850 1.743 0.09
C 7.687 -1.313 1.363 -0.07
N 7.158 -2.305 2.273 0.01
C 7.151 -2.283 3.633 -0.55
C 7.760 -1.093 4.325 -0.01
O 6.656 -3.215 4.256 0.02
H 6.873 -0.967 0.722 0.08
H 8.451 -1.788 0.743 0.08
H 8.123 -0.463 1.885 0.08
H 6.731 -3.134 1.883 0.12
H 7.678 -1.222 5.405 0.09
H 8.818 -1.010 4.066 0.08
H 7.228 -0.182 4.044 0.08